49
Properties=species:S:1:pos:R:3 method="wB97M-V/def2-TZVPD" lumo_ev=-5.1 gap_ev=5.236 energy_ev=-164547.8422 total_charge=+1
Co -0.1845 0.2107 -0.2739
Br 6.9666 -1.0392 -0.2373
C 5.1483 -0.6432 -0.5691
C 4.6319 -0.8529 -1.8560
C 3.3148 -0.5666 -2.1153
C 2.4676 -0.0679 -1.1070
O 1.2296 0.2005 -1.3589
C 3.0054 0.1468 0.2026
C 2.1809 0.5999 1.2523
N 0.8942 0.8363 1.1574
C 0.1507 1.1461 2.2936
C 0.6081 1.5279 3.5455
C -0.2996 1.8089 4.5714
C -1.6573 1.7183 4.3863
C -2.1681 1.3558 3.1249
C -3.5387 1.2755 2.8073
C -3.9112 0.9194 1.5341
C -2.9381 0.6528 0.5694
N -1.6420 0.7017 0.8380
C -1.2508 1.0627 2.0904
C 4.3632 -0.1467 0.4358
H 5.2737 -1.2351 -2.6371
H 2.9032 -0.7081 -3.1069
H 2.6265 0.6538 2.2398
H 1.6642 1.6337 3.7442
H 0.0797 2.1012 5.5410
H -2.3424 1.9199 5.1984
H -4.2789 1.5150 3.5593
H -4.9549 0.8668 1.2584
H -3.2081 0.3987 -0.4463
H 4.7862 0.0224 1.4173
C -0.1613 -4.5135 -2.4365
C -1.1941 -3.5029 -2.2037
O -2.2644 -3.9053 -1.6307
P -1.0025 -1.7497 -2.6213
O -2.1590 -1.4513 -3.6623
O 0.3122 -1.5864 -3.4515
O -1.2350 -0.7405 -1.5617
P 0.1658 -2.0393 0.2662
O -1.3625 -2.4847 0.5157
O 0.6621 -2.6016 -1.0241
O 0.8990 -2.0043 1.5367
H -0.3226 -5.0201 -3.3962
H -0.2180 -5.2699 -1.6529
H 0.8233 -4.0569 -2.4434
H -2.9025 -3.1753 -1.4967
H -2.0273 -1.7614 -4.5728
H 1.1000 -1.6570 -2.8714
H -1.5353 -2.5505 1.4655



88
Properties=species:S:1:pos:R:3 method="wB97M-V/def2-TZVPD" lumo_ev="-5.8 / -8.5" e_above_lowest_kcal_mol=0.0 gap_ev="7.303 / 4.591" spin_multiplicity=5 energy_ev=-103096.4300 total_charge=+2
Rh 0.5139 1.0123 0.6323
C 4.2163 -2.0062 -1.4998
S 4.5178 -1.4096 0.1735
C 3.1208 -0.4497 0.5161
S 1.8142 -0.3148 -0.6522
N 3.1283 0.1335 1.6774
N 2.0279 0.8940 1.8951
C 1.9144 1.5450 2.9988
C 0.7099 2.3396 3.1894
C 0.4870 3.0942 4.3286
C -0.6833 3.8357 4.4189
C -1.5885 3.7958 3.3723
C -1.2989 3.0143 2.2629
N -0.1815 2.3046 2.1709
H 5.1014 -2.5904 -1.7460
H 4.1290 -1.1834 -2.2041
H 3.3404 -2.6484 -1.5421
H 2.7033 1.4955 3.7404
H 1.2213 3.1039 5.1225
H -0.8794 4.4407 5.2936
H -2.5052 4.3673 3.4003
H -1.9738 2.9609 1.4179
C -2.1316 -5.5378 6.0629
C -1.8566 -4.6284 4.9014
C -1.3889 -5.1410 3.6938
C -1.1455 -4.3089 2.6120
C -1.3891 -2.9489 2.7415
C -1.8427 -2.4068 3.9370
C -2.0698 -3.2509 5.0075
S -1.0673 -1.9175 1.3345
O -0.5345 -0.6101 1.8885
C -2.7635 -1.5314 0.8559
C -3.3615 -0.3859 1.4190
C -4.6647 -0.1050 1.1366
C -5.4260 -0.9355 0.2737
C -6.7670 -0.6250 -0.0484
C -7.4723 -1.4109 -0.9163
C -6.8670 -2.5408 -1.5025
C -5.5740 -2.8708 -1.2042
C -4.8250 -2.0807 -0.3018
C -3.4596 -2.3709 0.0041
C -2.8061 -3.5764 -0.5755
C -3.0619 -4.8851 -0.0831
C -3.9536 -5.1215 0.9930
C -4.1589 -6.3922 1.4499
C -3.4808 -7.4812 0.8648
C -2.6027 -7.2802 -0.1651
C -2.3676 -5.9793 -0.6633
C -1.4387 -5.7566 -1.7162
C -1.1950 -4.5031 -2.1939
C -1.9143 -3.4359 -1.6195
S -1.6481 -1.8007 -2.2018
O -0.5121 -1.7742 -3.1206
C -3.1342 -1.2080 -2.9324
C -3.7502 -0.0923 -2.3870
C -4.9192 0.3622 -2.9710
C -5.4630 -0.2772 -4.0841
C -6.7452 0.2066 -4.6919
C -4.8031 -1.3905 -4.6167
C -3.6378 -1.8684 -4.0519
H -1.4429 -6.3816 6.0758
H -3.1453 -5.9395 5.9968
H -2.0477 -5.0080 7.0105
H -1.1929 -6.2030 3.6043
H -0.7535 -4.7135 1.6852
H -1.9904 -1.3388 4.0305
H -2.4120 -2.8386 5.9491
H -2.7698 0.2478 2.0670
H -5.1425 0.7654 1.5707
H -7.2246 0.2468 0.4031
H -8.4996 -1.1702 -1.1562
H -7.4348 -3.1534 -2.1909
H -5.1189 -3.7410 -1.6616
H -4.4695 -4.2883 1.4528
H -4.8452 -6.5682 2.2676
H -3.6576 -8.4818 1.2371
H -2.0785 -8.1153 -0.6131
H -0.9216 -6.6083 -2.1417
H -0.4851 -4.3166 -2.9883
H -3.3235 0.4081 -1.5237
H -5.4151 1.2338 -2.5610
H -6.9133 1.2609 -4.4808
H -7.5875 -0.3549 -4.2803
H -6.7506 0.0605 -5.7710
H -5.2106 -1.8842 -5.4902
H -3.1288 -2.7285 -4.4696
O -1.1071 1.1226 -0.6283
O -0.6785 2.2702 -0.9154



12
Properties=species:S:1:pos:R:3 method="wB97M-V/def2-TZVPD" lumo_ev=0.6 smiles="O=C(S)C1OC=CO1" e_above_lowest_kcal_mol=50.4 gap_ev=9.607 energy_ev=-21188.5233
C -0.2641 -1.1605 0.9626
C -0.9173 -0.0307 0.1058
C 0.3495 0.0806 -1.7026
C 0.7565 1.0530 -0.8534
H 0.4693 0.6379 2.3528
H -1.8415 0.1772 0.5689
H 0.6816 -0.1365 -2.6814
H 1.6288 1.6760 -0.9039
O -0.5234 -2.3202 0.8175
O -0.9145 -0.4379 -1.2551
O -0.1911 1.1413 0.2069
S 0.7661 -0.6801 2.3819